No. 1
A molecular structure, C44H56AsF5KN5O2SSi3. Source: the Open Molecules 2025 dataset; level of theory: ωB97M-V with the def2-TZVPD basis set.

```
118
Properties=species:S:1:pos:R:3
K -0.4065 -0.2769 1.0322
C -3.1365 4.8282 0.3765
C -1.7342 5.3375 0.6960
N -1.1144 4.6620 1.8100
C -0.6199 3.3779 1.7591
S -0.3116 2.6814 0.2284
N -0.4561 2.8759 2.9732
N -0.0312 1.5904 3.0439
C 0.1070 1.1493 4.2463
C -0.1450 2.0490 5.4269
C 0.5199 -0.2647 4.4503
C 0.7990 -0.7738 5.7260
C 1.1610 -2.1014 5.8709
C 1.2466 -2.9090 4.7516
C 0.9595 -2.3335 3.5223
N 0.6181 -1.0610 3.3778
H -3.5531 5.3374 -0.4972
H -3.8136 4.9864 1.2199
H -3.1014 3.7588 0.1618
H -1.7585 6.4062 0.9308
H -1.0871 5.2093 -0.1720
H -1.3941 4.9288 2.7416
H 0.4766 2.9425 5.3451
H 0.0325 1.5770 6.3876
H -1.1781 2.4020 5.3989
H 0.7295 -0.1537 6.6048
H 1.3680 -2.5005 6.8569
H 1.5137 -3.9557 4.8143
H 1.0146 -2.9124 2.6092
C 3.1403 -3.9222 1.3869
O 2.6992 -2.7307 0.8021
Si 3.7911 -1.4429 0.4782
C 5.4534 -2.3380 0.1382
C 4.0297 -0.6238 2.1670
C 3.2155 -0.4073 -0.8504
Si 3.0052 -1.1769 -2.4840
C 2.9578 -3.0883 -2.4493
C 4.3971 -0.8476 -3.7526
C 1.4259 -0.6326 -3.4082
Si 3.5704 1.3762 -0.8253
C 3.2460 2.2912 0.8003
C 2.6637 2.3360 -2.1893
C 5.4156 1.7799 -1.1653
H 3.8902 -4.4335 0.7726
H 2.2895 -4.6028 1.5009
H 3.5747 -3.7648 2.3850
H 5.8695 -2.8658 1.0033
H 6.1805 -1.5854 -0.1786
H 5.3482 -3.0551 -0.6807
H 4.2444 -1.4052 2.9057
H 3.1345 -0.0913 2.4923
H 4.8679 0.0775 2.1779
H 3.9733 -3.4880 -2.5290
H 2.4020 -3.4469 -3.3223
H 2.5041 -3.5116 -1.5530
H 5.3563 -1.2024 -3.3642
H 4.5026 0.2144 -3.9899
H 4.1882 -1.3786 -4.6887
H 0.6728 -0.2664 -2.7082
H 0.9842 -1.4708 -3.9582
H 1.6257 0.1651 -4.1292
H 2.3548 1.9397 1.3206
H 3.0822 3.3494 0.5737
H 4.1025 2.2193 1.4768
H 1.5797 2.2619 -2.0908
H 2.9418 2.0027 -3.1933
H 2.9341 3.3939 -2.0997
H 6.0527 1.3522 -0.3843
H 5.5845 2.8631 -1.1776
H 5.7477 1.3700 -2.1228
N -0.2044 -2.3602 -0.9429
H 0.7581 -2.1550 -0.6775
H -0.1515 -2.9796 -1.7423
H -0.6508 -2.8641 -0.1823
F -2.1530 -5.0442 6.1320
C -2.1926 -4.2661 5.0228
C -1.9399 -4.7999 3.7719
F -1.6346 -6.1109 3.6672
C -1.9891 -4.0087 2.6442
F -1.6885 -4.5741 1.4515
C -2.2814 -2.6160 2.6705
O -2.2450 -1.8759 1.6451
C -2.5500 -2.1291 3.9832
F -2.8234 -0.8166 4.1301
C -2.4960 -2.9165 5.1108
F -2.7395 -2.3806 6.3244
C -6.0243 1.9512 0.2069
C -5.7434 2.4565 -1.0561
C -4.5857 2.0727 -1.7180
C -3.7000 1.1789 -1.1233
C -3.9867 0.6693 0.1400
C -5.1470 1.0565 0.8005
As -2.0068 0.6113 -1.9335
C -2.7522 -0.6473 -3.2239
C -3.1395 -1.9540 -2.9711
C -3.5982 -2.7441 -4.0174
C -3.6499 -2.2337 -5.3094
C -3.2498 -0.9313 -5.5687
C -2.8011 -0.1284 -4.5239
C -2.3405 1.2680 -4.6369
C -2.2772 2.0243 -5.8046
C -1.8138 3.3303 -5.7529
C -1.4020 3.8900 -4.5486
C -1.4521 3.1426 -3.3789
C -1.9306 1.8411 -3.4271
H -6.9222 2.2607 0.7291
H -6.4213 3.1606 -1.5253
H -4.3659 2.4826 -2.6969
H -3.3243 -0.0369 0.6338
H -5.3465 0.6584 1.7879
H -3.0714 -2.3536 -1.9658
H -3.9049 -3.7658 -3.8277
H -3.9979 -2.8608 -6.1219
H -3.2835 -0.5486 -6.5823
H -2.5831 1.5986 -6.7533
H -1.7617 3.9176 -6.6624
H -1.0261 4.9057 -4.5229
H -1.1129 3.5543 -2.4336
```

Its charge is -2. The HOMO energy is -1.818 eV.

***

No. 2
A molecular structure, C44H57AsCaO4PSSi in a non-equilibrium geometry. Source: the Open Molecules 2025 dataset; level of theory: ωB97M-V with the def2-TZVPD basis set.

```
110
Properties=species:S:1:pos:R:3
Ca 0.0684 -0.1919 -1.1590
C -2.5822 -3.2057 -2.7132
C -3.1531 -1.8547 -2.5452
C -2.4189 -0.6807 -2.7910
C -3.0145 0.6082 -2.6517
C -2.4070 1.8104 -3.3242
C -4.3874 0.7222 -2.3735
C -5.2129 -0.4711 -2.3359
C -6.6630 -0.2894 -2.0359
C -4.5422 -1.7009 -2.3297
H -2.9245 -3.6612 -3.6505
H -2.9565 -3.8832 -1.9767
H -1.4845 -3.2802 -2.7281
H -1.3492 -0.6550 -3.0903
H -1.8672 1.5213 -4.2521
H -1.7163 2.4069 -2.6707
H -3.2443 2.4472 -3.5824
H -4.8609 1.6715 -2.2657
H -7.2544 -0.7652 -2.8115
H -6.8486 0.7613 -1.8955
H -6.9538 -0.8219 -1.1050
H -5.1909 -2.5707 -2.1104
O 1.0887 -2.2024 -1.1540
S 2.5048 -2.0013 -1.6118
O 3.5540 -2.4837 -0.7766
O 2.6198 -2.7387 -3.0449
O 2.6185 -0.5486 -1.8739
C 5.2687 -3.5607 -2.9635
Si 3.5448 -4.1466 -3.1695
C 2.9695 -5.5199 -1.8272
C 1.5410 -5.4516 -1.3074
C 3.4229 -6.8411 -2.5041
C 3.7843 -5.2440 -0.5706
C 3.1924 -4.5710 -5.0775
C 3.8636 -3.3224 -5.6737
C 3.9380 -5.8035 -5.7144
C 1.7198 -4.7099 -5.3812
H 6.0617 -4.3681 -3.0704
H 5.3904 -3.0509 -1.9952
H 5.4916 -2.9117 -3.8214
H 1.5969 -4.8008 -0.4047
H 1.1934 -6.4594 -0.9955
H 0.8144 -5.0851 -2.0092
H 2.7571 -7.0411 -3.3433
H 3.4732 -7.6926 -1.8132
H 4.4588 -6.8008 -3.0014
H 3.5320 -6.0216 0.1820
H 3.7467 -4.2455 -0.1339
H 4.8603 -5.4551 -0.8097
H 4.9793 -3.4044 -5.6207
H 3.5510 -2.4096 -5.1329
H 3.5453 -3.2620 -6.7280
H 4.3521 -6.5427 -5.0394
H 4.7980 -5.3762 -6.2520
H 3.1848 -6.3716 -6.2811
H 1.1487 -3.8435 -5.1585
H 1.2268 -5.5865 -4.9464
H 1.5800 -4.8323 -6.4787
C -1.3303 2.7375 1.1483
C -1.1813 3.5989 2.4050
As -2.5702 5.0693 2.5100
C -3.9619 4.1232 3.5604
C -5.1796 4.7380 3.8598
C -6.2912 3.9983 4.3193
C -6.1499 2.6754 4.7136
C -4.9296 2.0658 4.4796
C -3.8448 2.7989 3.9888
C -1.8347 5.9550 4.1694
C -0.4652 6.4495 4.0509
C 0.2104 6.9224 5.1908
C -0.4511 6.9087 6.4365
C -1.7805 6.4784 6.5453
C -2.4700 6.0514 5.4485
P 0.1237 1.5229 1.0259
C 0.5601 0.9899 2.6988
C -0.0543 -0.2047 3.1608
C 0.2484 -0.6690 4.4155
C 1.1887 -0.0104 5.2216
C 1.6879 1.2294 4.7541
C 1.4262 1.7533 3.4839
C 1.6269 2.5248 0.5306
C 1.5228 3.9172 0.3079
C 2.6749 4.6807 0.1588
C 3.9531 4.0696 0.2364
C 4.0385 2.7006 0.4801
C 2.8689 1.9247 0.5189
H -1.4214 3.3322 0.2506
H -2.1359 2.1004 1.3216
H -0.2278 4.1503 2.4203
H -1.3193 3.0452 3.3283
H -5.2238 5.8177 3.8505
H -7.2213 4.4942 4.4168
H -6.9356 2.1407 5.2961
H -4.7508 1.0642 4.8293
H -2.8806 2.3155 3.9419
H -0.0187 6.6921 3.0761
H 1.2196 7.2924 5.1044
H 0.0814 7.2934 7.2770
H -2.2383 6.4247 7.5338
H -3.5420 5.8464 5.5353
H -0.8518 -0.6351 2.5509
H -0.1244 -1.6337 4.7048
H 1.4830 -0.4040 6.1872
H 2.3041 1.8277 5.3842
H 1.9226 2.6336 3.1241
H 0.5536 4.4113 0.3875
H 2.5328 5.7621 0.0029
H 4.8752 4.6662 0.2064
H 4.9709 2.3099 0.8348
H 2.9026 0.8424 0.5178
```

Its charge is -1. The HOMO energy (alpha / beta) is -0.777 / -0.861 eV.